No. 1
The following is a DFT calculation (wB97M-V/def2-TZVPD) of one molecule with the formula C4H5NO2.

XYZ file:
```
12
C4H5NO2 | OMol25 | wB97M-V/def2-TZVPD
O -2.533 0.467 -0.776
C -1.333 0.345 -0.801
C -0.630 -0.586 0.149
C 0.696 -1.143 -0.253
N 0.579 -0.226 0.864
C 0.974 1.112 0.902
O 0.264 2.029 0.563
H -0.716 0.832 -1.582
H -1.318 -1.169 0.754
H 1.122 -0.758 -1.181
H 0.942 -2.176 -0.021
H 1.953 1.271 1.382
```

=====

No. 2
The following is a DFT calculation (wB97M-V/def2-TZVPD) of C63H45F3N6OSSbSeY as an isolated structure at a distorted geometry.

Computed properties:
* total charge: -2

XYZ file:
```
122
C63H45F3N6OSSbSeY | OMol25 | wB97M-V/def2-TZVPD
Y 1.142 -0.003 -0.464
C -4.537 4.178 -3.840
C -4.604 2.841 -4.210
C -3.616 1.952 -3.818
C -2.538 2.360 -3.022
C -2.479 3.718 -2.682
C -3.457 4.612 -3.083
C -1.485 1.425 -2.564
C -1.853 0.247 -1.880
C -3.210 -0.223 -1.674
C -3.131 -1.465 -1.139
C -1.734 -1.762 -0.970
N -0.981 -0.670 -1.378
C -1.255 -2.977 -0.532
C 0.104 -3.312 -0.302
C 0.612 -4.551 0.144
C 1.963 -4.355 0.401
C 2.230 -3.001 0.123
C 3.450 -2.197 0.433
C 4.595 -3.013 0.997
C 5.287 -2.652 2.148
C 6.388 -3.381 2.577
C 6.819 -4.488 1.863
C 6.140 -4.855 0.709
C 5.046 -4.121 0.278
C 3.935 -1.368 -0.716
N 3.100 -0.588 -1.420
C 3.870 0.165 -2.279
C 3.366 1.224 -3.066
C 4.370 2.050 -3.801
C 4.814 1.710 -5.074
C 5.725 2.516 -5.745
C 6.208 3.669 -5.146
C 5.781 4.009 -3.869
C 4.870 3.205 -3.201
C 2.045 1.631 -3.161
C 1.578 2.677 -4.025
C 0.230 2.742 -3.879
C -0.146 1.736 -2.910
N 0.962 1.082 -2.486
C 5.224 -0.207 -2.132
C 5.265 -1.178 -1.146
N 1.121 -2.383 -0.315
C -2.265 -4.028 -0.214
C -2.737 -4.882 -1.207
C -3.683 -5.855 -0.915
C -4.174 -5.982 0.377
C -3.714 -5.130 1.372
C -2.763 -4.163 1.080
H -5.310 4.873 -4.147
H -5.429 2.496 -4.824
H -3.657 0.924 -4.156
H -1.647 4.071 -2.084
H -3.388 5.654 -2.792
H -4.113 0.311 -1.922
H -3.948 -2.121 -0.881
H 0.052 -5.465 0.280
H 2.660 -5.083 0.783
H 4.950 -1.786 2.701
H 6.914 -3.073 3.474
H 7.681 -5.054 2.195
H 6.475 -5.714 0.137
H 4.540 -4.402 -0.637
H 4.435 0.810 -5.545
H 6.052 2.242 -6.741
H 6.914 4.302 -5.673
H 6.155 4.906 -3.389
H 4.531 3.464 -2.205
H 2.201 3.265 -4.682
H -0.455 3.383 -4.411
H 6.053 0.218 -2.677
H 6.139 -1.668 -0.749
H -2.359 -4.771 -2.217
H -4.040 -6.510 -1.701
H -4.916 -6.738 0.605
H -4.101 -5.216 2.380
H -2.421 -3.488 1.858
O -0.360 -2.074 2.580
H -0.295 -2.679 1.826
H 0.576 -1.823 2.728
Se 2.675 -0.814 1.827
S 3.171 2.279 0.092
C 2.598 2.682 1.580
N 2.164 3.010 2.613
N 0.059 2.721 0.018
H 0.708 3.073 -0.681
H 0.436 3.031 0.913
H -0.822 3.204 -0.115
F -4.373 6.117 1.269
C -3.764 4.910 1.406
C -2.843 4.739 2.420
C -2.234 3.498 2.563
C -2.541 2.439 1.710
C -3.442 2.673 0.672
C -4.070 3.902 0.517
Sb -1.486 0.514 1.822
C -3.286 -0.555 2.437
C -3.239 -1.452 3.502
C -4.349 -2.208 3.854
C -5.504 -2.070 3.113
F -6.589 -2.818 3.441
C -5.592 -1.198 2.049
C -4.472 -0.443 1.720
C -0.894 0.866 3.876
C 0.447 0.843 4.236
C 0.843 1.099 5.544
C -0.127 1.379 6.479
F 0.243 1.636 7.761
C -1.471 1.419 6.162
C -1.845 1.163 4.851
H -2.599 5.567 3.074
H -1.494 3.368 3.342
H -3.641 1.894 -0.057
H -4.761 4.086 -0.296
H -2.314 -1.579 4.050
H -4.322 -2.901 4.686
H -6.513 -1.123 1.486
H -4.535 0.239 0.884
H 1.216 0.651 3.500
H 1.889 1.095 5.819
H -2.202 1.651 6.927
H -2.894 1.199 4.583
```

=====

No. 3
The following is a DFT calculation (wB97M-V/def2-TZVPD) of one molecule with the formula C5H7N3OS at a distorted geometry.

XYZ file:
```
17
C5H7N3OS | OMol25 | wB97M-V/def2-TZVPD
C 2.681 0.318 0.134
C 2.063 1.587 0.176
C 1.870 -0.784 -0.023
C 0.070 0.534 0.094
C -1.868 -1.439 0.410
N 0.746 1.678 0.141
N 0.584 -0.628 -0.045
N -2.250 0.518 -1.370
O -2.424 1.010 1.140
S -1.792 0.308 0.007
H 3.740 0.197 0.081
H 2.774 2.465 0.043
H 2.176 -1.854 -0.333
H -2.694 -1.766 -0.248
H -1.078 -1.958 0.096
H -2.096 -1.587 1.388
H -2.501 1.401 -1.691
```

=====

No. 4
The following is a DFT calculation (wB97M-V/def2-TZVPD) of C21H24N4O4PbS as an isolated structure.

Computed properties:
* total charge: +2

XYZ file:
```
55
C21H24N4O4PbS | OMol25 | wB97M-V/def2-TZVPD
Pb -0.236 1.286 -0.192
C 0.486 1.143 -4.854
O -0.200 -0.066 -5.250
C -0.854 -0.882 -4.468
C -1.483 -1.960 -5.105
C -2.193 -2.896 -4.388
C -2.300 -2.800 -2.995
C -1.710 -1.762 -2.284
C -1.870 -1.796 -0.878
N -1.413 -0.940 0.032
N -1.709 -1.341 1.249
C -1.256 -0.474 2.254
O -0.596 0.551 2.000
C -1.595 -0.862 3.612
C -2.321 -2.033 3.874
C -2.622 -2.373 5.179
C -2.208 -1.553 6.221
C -1.488 -0.386 5.968
C -1.182 -0.039 4.670
C -0.957 -0.730 -3.005
O -0.427 0.235 -2.435
H 1.301 0.907 -4.176
H -0.213 1.835 -4.395
H 0.869 1.544 -5.786
H -1.390 -2.026 -6.181
H -2.672 -3.715 -4.904
H -2.857 -3.556 -2.457
H -2.429 -2.640 -0.478
H -2.645 -2.659 3.056
H -3.185 -3.272 5.389
H -2.453 -1.818 7.242
H -1.179 0.248 6.788
H -0.634 0.869 4.455
C 2.817 1.401 2.713
N 2.713 -0.056 2.614
C 3.489 -0.777 3.631
C 2.239 -0.651 1.522
S 2.198 0.224 0.009
N 1.863 -1.933 1.561
C 1.409 -2.598 2.785
C 1.780 -2.767 0.363
H 2.881 1.655 3.769
H 1.936 1.877 2.297
H 3.707 1.768 2.202
H 4.403 -0.213 3.807
H 3.767 -1.763 3.272
H 2.945 -0.862 4.571
H 1.166 -1.863 3.546
H 2.148 -3.301 3.170
H 0.504 -3.154 2.539
H 2.438 -2.392 -0.413
H 0.757 -2.802 -0.015
H 2.087 -3.775 0.635
O -4.068 3.702 1.079
C -3.298 3.003 0.664
```

=====

The energy above the lowest of the compared OMol25 structures with the same formula, charge and spin results, record by record, are as follows: 47.5, 7.4, 79.5, 0.0 kcal per mole.